(1)
ORCA calculation (ωB97M-V/def2-TZVPD) on a structure of composition C31H32AsBrN5OSn in a non-equilibrium geometry.

Its energy is -6572.6145 Ha. The molar mass comes out at 764.2 g/mol. The value obtained for the relative energy (zero: lowest compared OMol25 entry of this formula, charge and spin) is 1.5541 eV. As for the total charge: +3. Its LUMO energy is -10.7 eV. The HOMO-LUMO gap comes out at 5.57 eV.

Each line ends with the Mulliken charge.
Cartesian coordinates (Å):
Sn  0.00  0.01  -0.17  1.68
O  4.57  1.39  4.69  -0.48
C  3.81  1.00  3.70  0.69
C  4.06  -0.11  2.87  -0.78
C  3.17  -0.41  1.87  -0.78
N  2.05  0.28  1.62  0.41
C  1.85  1.35  2.39  -0.05
Br  0.30  2.37  1.95  -0.11
C  2.65  1.75  3.42  -0.50
H  5.36  0.86  4.85  0.35
H  4.94  -0.71  3.02  0.40
H  3.37  -1.25  1.22  0.45
H  2.44  2.62  4.02  0.56
C  -2.68  -2.00  -4.98  -0.51
C  -3.58  -2.45  -4.02  -0.79
C  -3.31  -2.26  -2.68  -0.27
C  -2.13  -1.60  -2.29  -0.15
C  -1.22  -1.16  -3.27  0.11
C  -1.50  -1.36  -4.61  -1.07
N  -1.81  -1.40  -0.97  1.30
N  -2.61  -1.83  -0.10  -0.61
C  -2.32  -1.69  1.23  -0.04
C  -3.20  -2.30  2.12  -0.52
C  -2.96  -2.19  3.48  -0.47
C  -1.84  -1.48  3.90  -0.87
C  -1.01  -0.91  2.94  -0.40
N  -1.23  -1.02  1.64  0.35
H  -2.89  -2.16  -6.03  0.48
H  -4.49  -2.95  -4.32  0.47
H  -3.99  -2.61  -1.92  0.51
H  -0.30  -0.67  -2.97  0.35
H  -0.80  -1.03  -5.37  0.48
H  -4.05  -2.83  1.74  0.58
H  -3.63  -2.64  4.20  0.46
H  -1.62  -1.34  4.95  0.49
H  -0.12  -0.37  3.24  0.53
N  1.25  -2.13  -0.39  -0.07
C  2.10  -2.48  -1.52  0.62
C  2.17  -3.83  -1.86  -0.73
C  2.96  -4.27  -2.90  -0.76
C  3.70  -3.36  -3.63  -0.90
C  3.64  -2.02  -3.29  -1.43
C  2.86  -1.54  -2.22  0.84
C  2.87  -0.09  -1.99  1.11
C  4.01  0.67  -2.36  -1.13
C  4.02  2.04  -2.43  -1.13
C  2.89  2.78  -2.12  -0.68
C  1.78  2.09  -1.65  -1.19
C  1.86  0.73  -1.58  1.42
H  0.62  -2.92  -0.26  0.34
H  1.83  -2.12  0.45  0.03
H  1.59  -4.55  -1.30  0.46
H  3.01  -5.32  -3.13  0.46
H  4.31  -3.68  -4.45  0.47
H  4.20  -1.32  -3.89  0.57
H  4.90  0.11  -2.61  0.69
H  4.91  2.55  -2.76  0.45
H  2.85  3.85  -2.22  0.50
H  0.89  2.64  -1.36  0.24
C  -1.96  3.46  -2.49  -1.20
As  -2.36  2.09  -1.14  0.42
C  -3.91  1.24  -1.97  -1.20
C  -3.24  3.10  0.28  -1.22
H  -2.90  3.95  -2.75  0.46
H  -1.55  2.99  -3.38  0.39
H  -1.27  4.21  -2.12  0.41
H  -4.67  2.01  -2.11  0.51
H  -4.32  0.47  -1.32  0.38
H  -3.65  0.80  -2.93  0.33
H  -4.10  3.60  -0.16  0.45
H  -2.58  3.84  0.74  0.40
H  -3.59  2.42  1.06  0.41

(2)
ORCA calculation (ωB97M-V/def2-TZVPD) on a cluster of 2 separate species, C31H32BF3O2S in total in a non-equilibrium geometry.

Its energy is -2073.5547 Ha. The molar mass comes out at 536.5 g/mol. The value obtained for the relative energy (zero: lowest compared OMol25 entry of this formula, charge and spin) is 3.4930 eV. Its LUMO energy is -3.8 eV. The HOMO-LUMO gap comes out at 2.62 eV.

Each line ends with the Mulliken charge.
Cartesian coordinates (Å):
C  7.51  -3.47  1.98  -1.22
C  6.18  -3.13  2.53  0.55
C  5.63  -3.55  3.73  -0.68
C  4.30  -3.03  3.95  -1.07
C  3.84  -2.26  2.91  0.36
B  2.40  -1.47  2.83  2.04
C  1.39  -2.54  2.09  0.40
C  0.79  -3.53  2.86  -0.62
C  -0.08  -4.44  2.25  -1.13
C  -0.32  -4.35  0.88  0.42
C  -1.31  -5.31  0.26  0.78
F  -1.54  -5.04  -1.06  -0.29
F  -0.88  -6.61  0.33  -0.26
F  -2.51  -5.24  0.92  -0.27
C  0.31  -3.38  0.11  -0.90
C  1.19  -2.47  0.72  -0.55
O  2.11  -1.22  4.22  -0.75
C  1.81  0.15  4.24  1.17
C  0.35  0.32  3.92  -1.08
C  2.10  0.74  5.62  -2.18
C  2.69  0.75  3.03  1.79
C  2.18  2.03  2.37  -1.72
C  4.14  0.94  3.44  -2.09
O  2.61  -0.29  2.06  -0.69
S  5.04  -2.13  1.66  -0.30
H  8.05  -4.11  2.68  0.34
H  7.40  -4.00  1.03  0.27
H  8.11  -2.57  1.80  0.26
H  6.13  -4.20  4.44  0.30
H  3.72  -3.27  4.84  0.42
H  1.02  -3.60  3.92  0.40
H  -0.56  -5.22  2.84  0.37
H  0.13  -3.33  -0.96  0.45
H  1.71  -1.73  0.12  0.45
H  0.06  1.38  4.00  0.11
H  0.12  -0.01  2.90  -0.15
H  -0.28  -0.25  4.61  0.58
H  1.86  1.81  5.61  0.31
H  1.46  0.25  6.37  0.43
H  3.15  0.61  5.90  0.44
H  2.14  2.84  3.11  0.23
H  2.90  2.31  1.59  0.55
H  1.20  1.91  1.91  0.19
H  4.20  1.81  4.11  0.42
H  4.54  0.05  3.95  0.33
H  4.74  1.13  2.55  0.41
C  -2.04  0.81  2.73  -1.01
C  -2.76  0.33  3.88  1.08
C  -3.77  -0.66  3.68  -0.53
C  -4.44  -1.22  4.76  -0.65
C  -4.12  -0.83  6.07  -0.39
C  -3.16  0.16  6.29  -0.94
C  -2.48  0.73  5.22  0.31
C  -1.84  2.20  2.43  1.25
C  -1.97  2.62  1.07  -0.37
C  -1.63  3.90  0.69  -0.65
C  -1.12  4.81  1.63  -0.38
C  -1.04  4.45  2.98  -0.89
C  -1.47  3.19  3.39  0.10
H  -1.91  0.11  1.90  0.56
H  -4.01  -0.93  2.65  0.44
H  -5.22  -1.96  4.58  0.40
H  -4.65  -1.28  6.91  0.40
H  -2.93  0.49  7.31  0.42
H  -1.69  1.46  5.43  0.13
H  -2.36  1.89  0.35  0.43
H  -1.77  4.21  -0.35  0.40
H  -0.83  5.82  1.32  0.43
H  -0.68  5.16  3.72  0.42
H  -1.51  2.98  4.46  0.23

(3)
ORCA calculation (ωB97M-V/def2-TZVPD) on a structure of composition C31H32BHgN6O2S4 in a non-equilibrium geometry.

Its multiplicity is 2. Its energy is -3450.6553 Ha. The molar mass comes out at 860.3 g/mol. The value obtained for the relative energy (zero: lowest compared OMol25 entry of this formula, charge and spin) is 1.8785 eV. As for the total charge: -2. Its expectation value of S² is 0.773. Its LUMO energy (alpha / beta) is 4.4 / 4.4 eV. The HOMO-LUMO gap (alpha / beta) comes out at 3.30 / 5.80 eV.

Each line ends with the Mulliken charge.
Cartesian coordinates (Å):
Hg  -0.02  0.06  0.33  1.93
S  -3.05  -0.97  -0.25  -0.28
C  -4.10  0.02  0.66  0.36
C  -5.31  -0.54  1.12  -0.70
C  -6.25  0.18  1.82  -0.45
C  -6.03  1.53  2.10  -0.66
C  -4.84  2.09  1.70  -0.36
C  -3.88  1.37  1.00  -0.37
S  -2.32  2.23  0.80  0.09
C  -2.28  2.92  -0.90  -0.86
C  -2.12  2.03  -2.09  0.48
C  -2.79  2.39  -3.25  -0.96
C  -2.45  1.76  -4.45  -0.60
C  -1.50  0.75  -4.41  -1.00
C  -0.98  0.36  -3.19  0.43
C  -0.15  -0.87  -3.14  -0.69
S  1.41  -0.86  -2.15  -0.09
C  2.39  0.51  -2.75  -0.39
C  3.21  0.24  -3.83  -0.27
C  4.11  1.17  -4.31  -0.65
C  4.20  2.40  -3.67  -0.43
C  3.39  2.68  -2.59  -0.69
C  2.45  1.75  -2.09  0.53
S  1.52  2.26  -0.75  -0.37
N  -1.26  1.01  -2.05  1.00
H  -5.48  -1.58  0.90  0.37
H  -7.16  -0.30  2.15  0.33
H  -6.78  2.11  2.62  0.34
H  -4.62  3.13  1.94  0.38
H  -1.38  3.54  -0.83  0.39
H  -3.17  3.55  -1.02  0.40
H  -3.53  3.18  -3.23  0.37
H  -2.91  2.06  -5.38  0.38
H  -1.19  0.25  -5.32  0.39
H  0.11  -1.19  -4.15  0.52
H  -0.72  -1.65  -2.63  0.21
H  3.15  -0.74  -4.29  0.40
H  4.75  0.94  -5.15  0.33
H  4.90  3.15  -4.02  0.33
H  3.47  3.63  -2.08  0.38
N  0.27  -4.79  0.28  0.03
C  -0.36  -3.63  -0.03  -0.74
N  0.38  -2.62  0.27  0.46
C  1.53  -3.16  0.79  -0.12
N  1.49  -4.50  0.81  -0.98
C  2.61  -2.36  1.26  0.23
C  3.69  -2.92  1.95  -0.38
N  4.70  -2.22  2.42  -0.85
C  4.63  -0.87  2.18  -0.49
C  3.57  -0.31  1.51  -0.55
N  2.55  -1.00  1.05  0.40
H  -0.04  -5.74  0.18  0.18
H  -1.35  -3.58  -0.45  0.58
H  3.71  -3.99  2.12  0.43
H  5.46  -0.29  2.57  0.36
H  3.54  0.76  1.32  0.35
C  0.97  1.10  5.16  -2.11
C  -0.43  0.83  4.61  1.92
C  -1.46  1.73  5.30  -1.90
O  -0.39  1.15  3.23  -0.59
B  -0.29  0.01  2.47  -0.47
O  -0.44  -1.10  3.27  -0.51
C  -0.80  -0.70  4.59  1.64
C  -2.30  -0.95  4.74  -1.97
C  -0.03  -1.57  5.59  -2.03
H  1.21  2.14  4.98  0.53
H  1.69  0.49  4.63  0.34
H  1.03  0.90  6.23  0.33
H  -1.08  2.75  5.29  0.48
H  -1.61  1.42  6.33  0.34
H  -2.40  1.72  4.76  0.29
H  -2.85  -0.37  4.00  0.27
H  -2.65  -0.71  5.74  0.32
H  -2.50  -2.01  4.53  0.54
H  1.03  -1.58  5.35  0.33
H  -0.39  -2.60  5.50  0.48
H  -0.18  -1.23  6.61  0.34

(4)
ORCA calculation (ωB97M-V/def2-TZVPD) on a structure of composition C31H32BIrN5O2PS6Sb in a non-equilibrium geometry.

Its multiplicity is 2. Its energy is -4724.8186 Ha. The molar mass comes out at 1054.8 g/mol. The value obtained for the relative energy (zero: lowest compared OMol25 entry of this formula, charge and spin) is 2.9576 eV. As for the total charge: -2. Its expectation value of S² is 0.758. Its LUMO energy (alpha / beta) is 3.8 / 3.8 eV. The HOMO-LUMO gap (alpha / beta) comes out at 3.91 / 3.98 eV.

Each line ends with the Mulliken charge.
Cartesian coordinates (Å):
Ir  -0.39  0.59  -0.99  2.26
S  5.13  -0.38  2.36  -0.81
Sb  4.13  -2.09  1.05  0.35
S  1.00  -1.21  -1.01  -0.28
S  3.04  -0.84  -1.05  -0.48
S  2.24  -2.82  2.20  -0.59
C  -4.97  -1.91  -1.85  -0.98
N  -4.69  -0.51  -1.62  0.25
C  -5.64  0.49  -1.46  -0.65
C  -4.96  1.61  -1.16  -0.52
N  -3.61  1.32  -1.13  0.69
B  -2.54  2.34  -0.63  -0.33
N  -2.18  3.42  -1.66  0.40
C  -2.50  4.76  -1.55  -0.76
C  -1.98  5.42  -2.61  -0.34
N  -1.32  4.47  -3.37  0.25
C  -0.62  4.69  -4.61  -0.91
C  -1.46  3.24  -2.79  -0.21
S  -0.84  1.79  -3.38  -0.42
C  -3.45  0.01  -1.40  -0.15
S  -2.04  -0.93  -1.45  -0.76
H  -5.87  -2.01  -2.44  0.33
H  -5.09  -2.44  -0.90  0.31
H  -4.13  -2.35  -2.38  0.36
H  -6.69  0.30  -1.58  0.44
H  -5.32  2.61  -0.96  0.44
H  -3.00  2.92  0.33  -0.23
H  -1.56  1.72  -0.20  -0.72
H  -3.06  5.13  -0.71  0.47
H  -1.98  6.46  -2.88  0.43
H  -0.38  5.75  -4.70  0.32
H  -1.23  4.38  -5.47  0.29
H  0.29  4.10  -4.62  0.34
O  -1.05  -0.70  1.66  -0.19
P  -1.35  -0.93  3.09  1.13
C  -2.87  -0.05  3.58  0.14
C  -4.09  -0.70  3.71  -0.53
C  -5.26  0.04  3.89  -0.67
C  -5.21  1.42  3.92  -0.48
C  -4.00  2.08  3.77  -0.64
C  -2.83  1.34  3.60  -0.49
C  -1.60  -2.69  3.42  -0.08
C  -2.05  -3.19  4.64  -0.26
C  -2.14  -4.56  4.84  -0.70
C  -1.74  -5.42  3.82  -0.38
C  -1.26  -4.93  2.62  -0.72
C  -1.19  -3.56  2.41  -0.46
C  -0.06  -0.47  4.26  0.50
C  1.21  -0.92  3.93  -0.41
C  2.26  -0.77  4.83  -0.56
C  2.02  -0.16  6.05  -0.63
C  0.75  0.31  6.38  -0.60
C  -0.30  0.14  5.49  -0.47
H  -4.14  -1.78  3.67  0.41
H  -6.21  -0.48  3.99  0.39
H  -6.13  1.99  4.05  0.35
H  -3.96  3.16  3.77  0.40
H  -1.89  1.85  3.45  0.52
H  -2.33  -2.50  5.44  0.42
H  -2.49  -4.95  5.79  0.37
H  -1.78  -6.49  3.99  0.36
H  -0.89  -5.60  1.86  0.43
H  -0.77  -3.15  1.50  0.55
H  1.41  -1.43  2.98  0.36
H  3.24  -1.14  4.55  0.35
H  2.84  -0.04  6.76  0.36
H  0.58  0.79  7.34  0.38
H  -1.29  0.48  5.76  0.33
O  0.88  2.25  -0.62  -0.70
N  1.19  2.48  0.65  0.48
C  2.20  1.84  1.24  -0.08
C  2.54  2.16  2.54  -0.46
C  1.81  3.11  3.23  -0.08
C  0.74  3.73  2.60  -0.84
C  0.45  3.40  1.30  -0.29
H  2.71  1.08  0.64  0.27
H  3.37  1.60  2.97  0.19
H  2.05  3.35  4.26  0.38
H  0.12  4.46  3.10  0.40
H  -0.36  3.81  0.71  0.45

Question: The lowest molar mass belongs to which entry?
Answer: C31H32BF3O2S

Question: Which formula does entry 1 have?
Answer: C31H32AsBrN5OSn

Question: Which value of molar mass does entry 2 give?
Answer: 536.5 g/mol